[1]
49
Properties=species:S:1:pos:R:3:forces:R:3:lowdin_charge:R:1 method="wB97M-V/def2-TZVPD" homo_lumo_gap_ev=8.477 e_above_lowest_ev=0.262 homo_energy_ev=-8.559
C 1.186654 1.182731 -6.181352 -0.1 -0.1 0.4 -0.055
C 0.557186 1.518435 -4.838130 0.0 0.5 -0.4 -0.198
H -0.532500 1.525903 -4.902682 0.1 0.0 0.1 0.127
H 0.919432 2.486479 -4.476312 -0.1 -0.1 0.0 0.123
O 0.860890 0.516417 -3.863158 -0.2 -0.2 -0.1 0.013
C 2.017373 0.613041 -3.219547 0.2 -0.1 0.3 -0.461
O 2.801215 1.516414 -3.344219 0.1 0.1 -0.1 0.131
C 2.227245 -0.564972 -2.269774 0.2 0.0 -0.1 -0.092
H 3.050415 -1.155058 -2.687705 -0.1 0.0 0.0 0.177
C 2.602769 -0.031602 -0.885636 0.1 0.2 0.2 -0.175
C 2.976092 -1.140796 0.046725 -0.1 -0.5 -0.7 -0.237
C 2.927660 -2.498921 -0.059436 0.0 0.6 -0.1 -0.004
C 3.402917 -3.010521 1.174784 0.2 0.3 0.5 -0.052
C 3.701798 -1.927866 1.937537 0.0 -0.9 0.1 -0.117
O 3.447418 -0.790960 1.265437 0.0 0.5 -0.1 0.054
H 4.088760 -1.831753 2.932377 0.1 0.1 0.1 0.118
H 3.504677 -4.041040 1.445641 0.1 -0.2 0.1 0.101
H 2.599435 -3.073780 -0.900127 -0.1 -0.1 -0.3 0.114
C 1.420470 0.767000 -0.315665 0.2 0.0 -0.1 -0.070
C 0.146333 -0.025977 -0.354238 0.1 -0.3 -0.5 -0.136
C -0.024278 -1.023447 -1.241539 -0.4 0.2 0.4 0.058
C 0.974962 -1.429636 -2.218570 0.4 0.0 -0.1 -0.386
O 0.831224 -2.383042 -2.953807 0.0 0.0 0.1 0.106
H -0.947435 -1.583234 -1.275358 -0.1 0.0 0.0 0.126
C -0.897890 0.333096 0.605240 -0.4 0.0 0.3 -0.176
C -1.059155 1.653071 1.032241 0.0 -0.2 -0.1 -0.018
C -2.046070 1.995410 1.931999 -0.2 0.0 0.2 -0.014
C -2.900534 1.022199 2.449771 0.5 -0.5 -0.5 -0.290
C -2.745343 -0.300533 2.037572 0.0 0.1 -0.1 -0.023
C -1.763645 -0.631222 1.127491 0.2 0.2 0.0 -0.003
H -1.647063 -1.662846 0.834480 0.0 -0.1 0.0 0.118
H -3.419098 -1.051999 2.414904 0.0 -0.1 -0.1 0.096
N -3.884598 1.368434 3.358506 -0.7 -0.1 0.6 -0.067
S -4.691236 0.334145 4.393085 0.5 0.3 0.3 0.597
O -5.268178 -0.746811 3.661053 0.2 -0.1 -0.1 -0.287
O -5.537426 1.187432 5.165865 0.1 0.2 0.1 -0.296
C -3.369183 -0.308343 5.446432 -0.7 0.3 -0.5 -0.111
H -3.800340 -1.075996 6.075622 -0.1 -0.1 0.1 0.069
H -2.993972 0.509710 6.046094 0.1 0.2 0.1 0.067
H -2.596841 -0.724749 4.813230 0.1 -0.1 -0.1 0.056
H -3.951800 2.336672 3.623963 -0.1 0.1 0.2 0.123
H -2.165800 3.024683 2.237831 0.0 0.1 0.0 0.113
H -0.422384 2.429639 0.637509 0.1 0.1 0.0 0.115
H 1.644570 1.062648 0.711306 0.0 0.1 -0.1 0.132
H 1.295168 1.679640 -0.907165 0.0 0.1 0.1 0.137
H 3.459806 0.645465 -0.988229 -0.1 -0.1 0.0 0.162
H 2.270740 1.203174 -6.100133 0.1 0.0 0.0 0.077
H 0.874733 1.911865 -6.923497 0.0 0.1 -0.1 0.078
H 0.874826 0.191402 -6.500418 0.0 -0.1 -0.1 0.082

***

[2]
48
Properties=species:S:1:pos:R:3:forces:R:3:lowdin_charge:R:1 method="wB97M-V/def2-TZVPD" homo_lumo_gap_ev=8.315 e_above_lowest_ev=1.695 homo_energy_ev=-7.870
O 1.232027 2.668925 0.556962 -0.4 0.0 -0.2 0.034
O 0.230622 3.792374 -3.723277 0.2 2.7 1.4 0.122
O 1.324066 4.367999 -1.681515 0.7 0.1 1.8 0.188
O 0.357803 -2.598637 -3.452362 -0.4 -1.9 -0.2 0.029
B 0.750626 3.457405 -2.468694 -0.1 -1.3 -1.9 -0.669
C 0.028245 2.501290 0.319916 0.9 -0.3 -2.2 -0.478
C 0.077316 -1.362425 -4.005887 1.5 0.8 3.0 -0.016
C 0.244418 -0.406285 -3.039477 -1.3 1.6 -1.8 -0.124
C -1.111214 -0.021797 4.654263 0.1 -0.5 -0.7 -0.086
C -2.153669 0.817496 4.375225 -1.3 -0.3 0.2 -0.111
C -0.000503 0.129954 3.836099 1.0 -1.6 1.1 -0.099
C 0.504531 -0.693258 -0.459758 0.1 2.0 -3.1 0.001
C 0.599586 -1.549635 0.559500 0.1 -0.4 -0.2 -0.053
C -2.146271 1.679470 3.298169 1.2 0.4 -0.1 -0.030
C 0.094118 0.956829 2.746521 -0.1 1.5 -0.2 -0.048
C 0.524644 -2.489051 -2.073078 -0.6 3.7 0.0 -0.124
C 0.423332 -1.095598 -1.828005 0.8 -1.7 2.8 -0.109
C 0.647233 -2.916189 0.343313 -0.3 -0.5 -1.2 -0.220
C 0.649149 -3.385256 -0.987829 -0.5 -0.9 -1.4 -0.142
C -1.016700 1.725626 2.438037 -1.0 -0.3 1.8 -0.214
N -0.372638 2.140235 -0.956858 -0.6 -0.1 1.7 0.099
C 0.649124 -3.776294 1.567583 0.1 -1.9 -0.7 -0.047
C 0.744879 -4.843998 -1.425527 0.4 1.8 -1.1 -0.019
C -0.984954 2.728271 1.363770 -0.9 1.5 -0.4 -0.069
C -0.064260 1.132931 -3.158024 -0.9 -2.5 0.1 -0.068
C 0.587096 1.916738 -2.078931 -0.7 2.5 0.1 -0.199
H 0.212094 4.804120 -3.688241 0.0 -1.9 -0.6 0.144
H 1.605158 3.945433 -0.807935 -0.4 0.7 -1.3 0.117
H -0.112583 -1.211813 -5.037252 -0.1 -0.6 -0.7 0.120
H -1.234901 -0.837663 5.390805 0.5 0.8 -0.3 0.118
H -3.047267 0.698032 4.968324 -0.2 0.4 0.2 0.101
H 0.827709 -0.493174 4.112408 0.6 -0.2 -0.1 0.100
H 0.523167 0.378717 -0.362979 0.0 -0.5 0.8 0.070
H 0.634327 -1.130548 1.523534 0.0 0.1 1.1 0.070
H -2.910478 2.445716 3.297865 -0.2 -0.1 -0.7 0.112
H 1.013832 1.281909 2.222608 -0.4 -1.1 0.4 0.129
H -1.382059 2.020478 -1.168701 1.3 0.1 0.4 0.169
H -0.155178 -4.551212 1.562980 0.6 0.4 -0.3 0.092
H 0.415599 -3.190485 2.434721 0.4 0.4 0.5 0.058
H 1.626995 -4.313934 1.635720 -0.7 0.4 0.4 0.101
H 1.757802 -4.906885 -1.909011 -1.0 -0.8 0.6 0.111
H -0.056974 -5.119705 -2.133599 0.5 0.3 0.0 0.091
H 0.555356 -5.400426 -0.570273 0.4 -1.7 1.4 0.034
H -0.670057 3.716075 1.810639 -0.8 -0.7 -0.5 0.169
H -1.994465 2.741506 0.901367 0.5 0.5 0.3 0.137
H 0.216141 1.590245 -4.110396 -0.4 -0.6 -0.1 0.120
H -1.171340 1.164010 -2.971725 0.8 0.4 -0.8 0.140
H 1.528518 1.492488 -1.820994 0.5 -0.5 1.0 0.147

***

[3]
60
Properties=species:S:1:pos:R:3:forces:R:3:lowdin_charge:R:1 method="wB97M-V/def2-TZVPD" homo_lumo_gap_ev=5.451 total_charge=+2 homo_energy_ev=-14.122
C 1.078784 1.479960 5.190540 -0.1 -0.3 0.1 -0.105
C 0.062201 0.351408 4.957300 -0.2 0.3 0.2 -0.222
C -1.220955 0.864772 4.302253 0.2 -0.4 0.0 -0.178
C -0.886279 1.689464 3.050939 -0.4 0.0 -0.3 -0.258
C -1.764425 1.466896 1.789383 -0.1 0.5 0.4 -0.084
C -1.042424 1.261768 0.488281 -0.1 0.2 0.8 -0.099
C -1.293790 0.215018 -0.329415 -0.3 -0.9 -0.9 -0.120
N -2.223418 -0.782915 0.067694 0.2 0.5 1.0 -0.053
C -3.648931 -0.369673 0.074357 -0.1 -0.5 -0.5 -0.021
C -1.857544 -1.613812 1.142217 -0.5 -0.7 -0.1 -0.485
C -0.415747 -1.647669 1.583965 0.2 0.1 -0.1 0.037
O -2.700806 -2.299911 1.678191 0.3 0.5 -0.1 0.116
C -0.699600 0.055017 -1.657352 0.0 -0.1 0.0 -0.160
C -1.172305 -1.035204 -2.593615 -0.2 -0.3 0.1 -0.678
Br -2.834286 -0.271943 -3.274894 -0.1 0.0 -0.1 0.895
C -1.407121 -2.480287 -2.127103 0.2 0.0 -0.4 -0.738
C -0.217923 -3.081817 -1.373747 -0.2 -0.2 0.0 -0.108
Br -1.722025 -3.510839 -3.766782 -0.1 0.0 0.1 0.777
C 0.206303 0.979149 -2.093574 0.5 0.3 0.0 -0.121
S 0.966282 0.947199 -3.739999 -0.3 0.2 -0.6 0.799
O 1.736936 2.126826 -3.929286 0.0 0.0 0.2 -0.237
O -0.038911 0.574288 -4.679052 0.1 0.0 0.1 -0.248
C 2.150955 -0.515102 -3.613456 0.1 0.0 -0.1 -0.450
F 2.005810 -1.064539 -2.391301 0.0 0.0 0.2 0.113
F 1.769710 -1.387646 -4.531997 0.0 -0.2 -0.1 0.165
C 3.624499 -0.106594 -3.827303 0.0 -0.1 0.2 -0.390
F 3.751837 0.398077 -5.051250 0.0 0.1 -0.1 0.194
F 3.926327 0.828016 -2.901730 0.1 0.0 0.1 0.147
C 4.646211 -1.268891 -3.659594 -0.1 0.3 -0.1 -0.571
F 4.394293 -2.234359 -4.524656 0.0 -0.2 -0.1 0.215
F 4.591194 -1.755647 -2.422471 0.0 -0.1 0.2 0.188
F 5.852475 -0.774511 -3.877060 0.2 0.0 0.0 0.214
C 0.524865 2.082522 -1.238418 0.0 0.0 -0.1 -0.249
N 1.360692 3.082938 -1.493289 0.2 -0.2 -0.2 -0.179
S 1.346936 4.134443 -0.327512 -0.4 -0.1 0.0 1.080
N 0.240446 3.352460 0.677181 -0.2 -0.4 -2.0 -0.422
C -0.121321 2.221677 0.036037 0.2 0.4 -0.4 -0.239
H 1.759774 1.618617 4.338462 0.0 0.1 -0.1 0.051
H 0.564923 2.413500 5.449322 0.0 0.1 0.0 0.075
H 1.727042 1.248866 6.031540 0.1 0.1 0.0 0.094
H -0.200300 -0.080902 5.919997 0.0 -0.1 0.1 0.127
H 0.490306 -0.454556 4.362022 0.1 0.0 0.0 0.110
H -1.769356 1.472121 5.020082 -0.1 0.1 0.0 0.129
H -1.874301 0.030857 4.049234 0.0 -0.1 -0.1 0.125
H 0.165343 1.478486 2.804690 0.1 0.1 -0.1 0.071
H -1.037798 2.725781 3.399828 0.2 0.3 -0.2 0.072
H -2.387509 2.353163 1.643908 -0.2 0.0 0.1 0.145
H -2.454150 0.658374 2.004473 0.1 -0.1 -0.1 0.106
H -4.233352 -1.062885 -0.523573 0.0 0.0 0.0 0.093
H -3.743977 0.611765 -0.377555 0.0 0.1 0.0 0.092
H -4.049032 -0.398774 1.084544 0.0 0.1 0.1 0.096
H 0.289231 -1.692367 0.755469 -0.1 0.0 0.0 0.073
H -0.284769 -2.512144 2.224335 0.0 -0.1 0.0 0.111
H -0.172054 -0.752782 2.158456 -0.1 0.0 0.1 0.060
H -0.519638 -1.091780 -3.456166 -0.1 0.1 0.0 0.035
H -2.337819 -2.566884 -1.588728 0.0 0.0 0.1 0.062
H 0.553550 -2.343849 -1.166450 0.0 0.0 0.0 0.053
H -0.556837 -3.532921 -0.442933 0.0 0.0 0.1 0.086
H 0.233285 -3.883555 -1.947051 0.1 0.0 -0.1 0.068
Yb 0.868494 3.851332 2.642610 0.5 0.2 2.6 1.544

***

[4]
52
Properties=species:S:1:pos:R:3:forces:R:3:lowdin_charge:R:1 method="wB97M-V/def2-TZVPD" homo_lumo_gap_ev=6.103 total_charge=-1 homo_energy_ev=-3.402
C -4.023707 0.884398 -3.321830 -0.1 0.1 -0.2 -0.082
C -3.407804 0.804198 -1.950996 0.6 -0.1 0.2 -0.232
O -1.985219 0.991792 -2.112972 -1.3 0.0 0.1 -0.059
C -1.266384 0.931265 -0.957331 2.2 0.1 0.5 -0.473
C 0.165257 1.169835 -1.241473 -0.5 0.7 2.1 -0.148
C 1.035968 1.606388 -0.169934 -1.0 -0.5 -1.9 -0.417
O 0.779276 1.453569 1.029311 0.5 0.4 0.8 -0.023
C 2.403393 2.211849 -0.577206 -0.2 -0.3 0.3 -0.123
C 2.517153 2.713306 -2.013702 0.1 0.0 -0.1 -0.220
C 1.897753 1.749696 -3.028634 -0.4 0.1 0.4 -0.197
C 0.437676 1.475500 -2.651250 0.2 0.7 -1.3 -0.211
O -1.782391 0.681342 0.122165 -0.6 0.1 -0.3 0.068
H -5.095388 0.701346 -3.235145 -0.1 0.0 -0.1 0.068
H -3.886945 1.872859 -3.768898 0.1 -0.1 0.0 0.073
H -3.593498 0.136966 -3.993926 0.0 0.1 0.1 0.078
H -3.794829 1.593834 -1.288395 0.0 -0.3 -0.1 0.126
H -3.597361 -0.182639 -1.497148 0.0 0.4 0.0 0.074
H 2.606176 3.024046 0.136014 0.0 -0.2 -0.1 0.110
H 3.158895 1.427892 -0.401728 -0.1 0.1 0.1 0.104
H 2.012414 3.686591 -2.083328 0.0 -0.1 -0.1 0.110
H 3.574640 2.870591 -2.253137 0.0 0.2 0.0 0.094
H 1.893695 2.197890 -4.032185 0.2 -0.1 0.1 0.100
H 2.477052 0.816358 -3.075474 -0.1 0.1 0.1 0.110
H 0.036371 0.686258 -3.299705 0.1 0.3 0.1 0.098
H -0.142160 2.399868 -2.859050 0.2 -0.3 -0.6 0.119
C 4.695339 0.027040 2.473123 0.4 0.1 -0.1 -0.075
C 3.390676 -0.221396 3.177484 -0.2 0.0 -0.8 -0.199
O 2.443109 -0.602229 2.116203 0.1 -0.2 1.3 0.015
C 1.234565 -0.781788 2.658919 0.1 0.8 0.4 -0.466
O 1.008987 -0.643790 3.855680 0.1 -0.4 -1.7 0.087
N 0.294667 -1.169719 1.701535 -0.2 -0.1 0.0 0.105
C -0.933210 -1.718755 2.079193 -0.1 0.1 0.1 -0.131
C -1.452852 -1.820052 3.357128 -0.4 -0.3 0.3 0.007
C -2.719402 -2.384890 3.497360 0.3 -0.1 -0.7 -0.076
C -3.434288 -2.780496 2.352668 0.1 0.2 -0.4 -0.132
C -2.904337 -2.624433 1.061585 -0.1 0.0 0.8 -0.580
Br -3.995562 -2.902001 -0.469314 -0.2 -0.1 0.5 0.796
C -1.603369 -2.154803 0.927636 0.6 -0.2 -0.7 -0.127
C -0.667541 -1.905484 -0.173831 -0.4 0.5 1.0 -0.097
N -0.824348 -2.223518 -1.543330 0.4 0.2 -2.5 -0.300
O -1.411139 -3.265695 -1.884235 0.7 1.2 0.8 -0.022
O -0.315923 -1.439678 -2.380603 -0.7 -1.6 1.4 0.057
C 0.396405 -1.187451 0.314065 0.0 -1.4 0.6 0.080
H 5.443620 0.338541 3.208086 0.0 0.0 -0.1 0.074
H 5.069889 -0.883860 1.983395 -0.2 0.3 0.1 0.081
H 4.589758 0.829905 1.729682 0.0 -0.3 0.2 0.075
H 3.445505 -1.046390 3.902372 0.0 0.3 -0.2 0.125
H 2.994136 0.675241 3.673267 0.2 -0.3 -0.2 0.132
H -0.843958 -1.477905 4.181502 -0.4 0.0 0.0 0.098
H -3.154579 -2.507616 4.485424 0.0 0.0 -0.2 0.097
H -4.427451 -3.198488 2.454693 0.0 0.1 0.0 0.086
H 1.261269 -0.835290 -0.213730 0.0 0.0 0.1 0.144

***

[5]
49
Properties=species:S:1:pos:R:3:forces:R:3:lowdin_charge:R:1 method="wB97M-V/def2-TZVPD" homo_lumo_gap_ev=9.327 e_above_lowest_ev=0.000 homo_energy_ev=-9.241
O 1.625396 -2.943958 -3.201147 0.0 0.3 0.1 0.073
O 3.374689 -0.091766 2.535928 -0.5 0.0 -0.3 0.053
O 2.362755 1.762663 0.059841 -0.6 -0.4 0.3 0.052
Cl 1.166544 2.802300 -3.143408 -0.3 -0.4 0.1 0.697
C 0.555587 -2.471276 -2.859282 1.7 -1.8 -0.7 -0.467
C 3.386729 -0.762895 1.511987 1.2 0.6 1.5 -0.551
C 1.306515 1.359094 0.543089 1.7 0.3 -0.8 -0.443
C -3.835379 0.695010 2.177747 0.8 -0.2 0.0 -0.085
C -3.395818 -0.253464 1.238063 0.7 0.3 0.6 -0.076
C -2.925305 1.248884 3.094856 0.2 -0.6 -0.6 -0.071
C -1.080116 1.378987 -2.510106 0.0 -0.4 0.0 -0.081
C 0.912822 0.090093 -2.998795 0.2 0.1 0.0 -0.006
C -1.809306 0.197652 -2.309035 0.4 0.0 -0.1 -0.013
C -2.046578 -0.648451 1.218981 -0.6 0.8 0.7 -0.039
C -1.575763 0.853919 3.074736 -0.9 -0.3 -0.6 -0.047
C 0.275718 1.328708 -2.864627 -0.1 -0.8 0.1 -0.634
C 0.179444 -1.083206 -2.792404 -1.0 1.9 0.4 -0.116
C -1.170186 -1.037065 -2.465820 -0.3 0.8 0.0 -0.163
C -1.131527 -0.094088 2.132819 -0.2 0.1 -0.1 -0.242
N 0.288927 2.196848 0.778923 -1.1 0.0 0.4 0.042
N -0.519373 -3.244457 -2.504101 -0.7 0.1 -0.1 0.089
N 2.329640 -0.929472 0.712207 -1.4 0.3 -1.0 0.106
C 4.647657 -1.487144 1.103428 -0.1 0.0 0.0 0.004
C 0.351015 3.638549 0.550258 0.5 -0.4 -0.1 -0.050
C -1.726676 -2.435191 -2.354304 0.1 0.0 0.0 -0.108
C 0.326872 -0.513359 2.090246 -0.3 0.4 0.3 -0.087
C 1.080882 -0.153083 0.789707 0.2 -0.4 0.6 -0.175
H -4.875031 0.991617 2.202917 0.0 0.0 0.0 0.096
H -4.099381 -0.686832 0.541426 0.0 0.0 0.0 0.095
H -3.265154 1.973589 3.822056 0.0 0.0 0.0 0.099
H -1.563106 2.345601 -2.402610 0.1 -0.1 0.0 0.109
H 1.966885 0.042702 -3.260544 -0.2 0.0 0.1 0.129
H -2.862156 0.244218 -2.046410 0.1 0.1 0.0 0.114
H -1.712082 -1.389476 0.509598 0.1 -0.1 -0.1 0.092
H -0.879841 1.281362 3.784256 0.1 0.0 0.0 0.116
H -0.558061 1.809354 1.167247 0.1 0.2 -0.1 0.098
H -0.553634 -4.177076 -2.905239 0.0 0.3 0.3 0.155
H 2.469582 -1.498175 -0.105962 0.0 0.2 -0.1 0.141
H 5.412922 -1.317874 1.859461 -0.2 0.0 -0.1 0.084
H 4.987912 -1.091562 0.148318 0.1 -0.1 -0.1 0.086
H 4.445197 -2.552240 1.017164 0.1 -0.1 -0.1 0.080
H 1.115149 4.076183 1.195573 0.0 0.1 -0.1 0.089
H -0.613049 4.099934 0.764610 0.0 -0.2 0.0 0.085
H 0.625746 3.835091 -0.487730 0.0 0.0 0.1 0.050
H -2.447933 -2.633728 -3.154926 0.0 0.0 0.1 0.133
H -2.208411 -2.604226 -1.386299 0.0 0.0 -0.1 0.112
H 0.358347 -1.596167 2.221289 0.2 0.0 -0.1 0.131
H 0.847065 -0.071222 2.940377 0.1 -0.1 -0.1 0.116
H 0.453866 -0.484905 -0.034359 0.0 -0.1 -0.3 0.128